{
  "formula": "C27H37F3N2O23P",
  "method": "wB97M-V/def2-TZVPD",
  "species": ["C", "C", "O", "C", "C", "C", "P", "O", "O", "O", "C", "C", "C", "O", "C", "F", "F", "F", "N", "N", "H", "H", "H", "H", "H", "H", "H", "H", "H", "H", "H", "H", "H", "C", "C", "O", "C", "O", "O", "H", "H", "H", "H", "C", "C", "O", "C", "O", "O", "H", "H", "H", "H", "C", "C", "O", "C", "O", "O", "H", "H", "H", "H", "C", "C", "O", "C", "O", "O", "H", "H", "H", "H", "C", "C", "O", "C", "O", "O", "H", "H", "H", "H", "C", "C", "O", "C", "O", "O", "H", "H", "H", "H"],
  "coordinates": [[-1.659631, -0.268488, 4.642483], [-0.863866, -1.485839, 3.837478], [-1.174930, -1.449208, 2.400050], [-0.011162, -0.908360, 1.618973], [-0.128522, 0.670073, 1.225007], [1.199140, 1.137707, 0.313047], [1.435568, 2.911933, -0.347199], [0.622940, 3.199134, -1.708687], [0.682591, 3.982994, 0.853698], [3.100460, 3.438888, -0.459641], [2.193830, -0.140135, 0.108777], [3.535907, 0.197134, -0.837074], [4.847702, 0.345579, 0.135649], [4.475717, 0.954111, 1.449574], [6.107951, 1.167017, -0.516345], [7.412167, 0.569117, -0.064421], [6.114635, 2.568693, 0.037135], [6.111472, 1.213441, -2.004334], [2.142762, -1.531309, 0.593731], [1.062638, -1.897903, 1.330281], [-2.268947, -0.717707, 5.554190], [-2.468435, 0.188412, 3.905822], [-0.909687, 0.524975, 5.071161], [0.297351, -1.488626, 4.038437], [-1.302419, -2.506311, 4.250340], [-1.010627, 1.402289, 1.502508], [0.462326, 4.868046, 0.439074], [3.198625, 3.871090, -1.373885], [3.357213, 1.091334, -1.572436], [3.677891, -0.765719, -1.527974], [5.248951, -0.750700, 0.367165], [4.510535, 0.211458, 2.149443], [0.991582, -2.900564, 1.678041], [-3.344134, -3.493263, -0.211583], [-2.222875, -4.158429, -0.941872], [-1.267515, -4.395148, 0.074674], [-1.947500, -4.430767, 1.257893], [-1.462558, -4.781557, 2.320655], [-3.240463, -4.023790, 1.096371], [-4.320010, -3.724297, -0.647392], [-3.224511, -2.405900, -0.162470], [-2.519427, -5.117764, -1.378943], [-1.803939, -3.524109, -1.727869], [0.237811, 3.923910, 8.362625], [-1.020316, 3.997601, 7.559707], [-0.937362, 2.861886, 6.719834], [-0.111380, 1.969180, 7.339903], [0.050258, 0.815194, 6.979525], [0.508900, 2.535878, 8.415812], [0.114232, 4.333580, 9.368874], [1.076722, 4.429380, 7.872921], [-1.918280, 3.913358, 8.180882], [-1.082736, 4.914514, 6.967227], [-2.334245, -0.589074, -3.530225], [-3.592372, -0.515383, -4.333143], [-3.509419, -1.651097, -5.173016], [-2.683437, -2.543803, -4.552947], [-2.521798, -3.697790, -4.913324], [-2.063156, -1.977106, -3.477038], [-2.457825, -0.179403, -2.523976], [-1.495333, -0.083603, -4.019928], [-4.490336, -0.599625, -3.711967], [-3.654792, 0.401531, -4.925623], [-1.579603, 4.729947, -3.741130], [-2.327825, 5.775094, -2.979013], [-3.417486, 6.079842, -3.828650], [-3.611373, 4.992495, -4.630986], [-4.572230, 4.842308, -5.367110], [-2.590728, 4.095314, -4.501272], [-1.080763, 4.012425, -3.083894], [-0.840469, 5.159883, -4.425178], [-2.716268, 5.400057, -2.026250], [-1.722299, 6.665765, -2.790067], [-2.852670, -5.142818, -8.799651], [-3.600892, -4.097671, -8.037533], [-4.690553, -3.792923, -8.887171], [-4.884440, -4.880270, -9.689506], [-5.845297, -5.030457, -10.425631], [-3.863795, -5.777450, -9.559793], [-2.353830, -5.860340, -8.142416], [-2.113536, -4.712883, -9.483699], [-3.989335, -4.472708, -7.084771], [-2.995366, -3.206999, -7.848587], [6.655784, -0.913893, 5.191890], [5.907562, 0.131253, 5.954008], [4.817901, 0.436002, 5.104371], [4.624015, -0.651345, 4.302035], [3.663157, -0.801531, 3.565910], [5.644659, -1.548526, 4.431748], [7.154624, -1.631415, 5.849126], [7.394918, -0.483957, 4.507842], [5.519119, -0.243783, 6.906770], [6.513087, 1.021926, 6.142954]],
  "atomic_forces_ev_per_a": [[-0.1, -0.3, -0.2], [-0.6, -0.5, 2.9], [4.4, 1.7, -2.4], [-2.0, -0.1, 1.2], [5.0, -2.1, -2.4], [-2.1, -5.5, 3.7], [-2.3, 5.2, -3.4], [3.4, -1.9, 4.9], [1.7, -2.1, -2.1], [-3.5, -1.1, -0.8], [0.3, 0.5, -0.1], [-0.4, -1.4, -0.1], [0.1, -1.1, 1.1], [0.8, -2.1, -1.4], [1.8, 1.6, 0.4], [-4.3, 1.9, -1.7], [0.1, -4.6, -2.4], [0.0, -0.1, 5.0], [-1.5, 4.5, -0.8], [-2.3, 5.0, -0.3], [1.5, 0.9, -1.9], [1.8, -0.9, 1.5], [-1.7, -1.6, -1.0], [-2.3, 0.2, -0.5], [1.0, 2.0, -1.2], [1.9, -2.0, -0.4], [0.5, -1.5, 0.2], [-0.4, -0.9, 1.6], [0.2, -1.6, 1.8], [-0.2, 2.1, 1.6], [-0.7, 2.4, -0.8], [-0.3, 1.5, -1.6], [0.0, 1.5, -0.5], [-0.8, 0.5, -0.5], [0.0, -0.1, -1.4], [-0.1, 0.1, 1.2], [0.6, -0.7, 2.0], [-0.8, 0.9, -2.2], [1.1, -0.5, 0.4], [0.1, 0.0, 0.2], [0.0, 0.0, 0.0], [0.0, 0.1, 0.1], [0.1, -0.2, 0.2], [0.5, 0.9, 0.6], [-0.8, 1.0, 0.0], [0.7, -0.9, 0.1], [0.4, -2.0, -0.4], [-0.2, 2.5, 0.8], [-0.5, -0.8, -0.9], [0.1, -0.2, -0.1], [-0.1, -0.1, 0.0], [0.1, 0.0, -0.1], [0.0, -0.3, 0.0], [0.5, 1.0, 0.5], [-0.8, 1.0, -0.1], [0.8, -1.0, 0.4], [0.0, -2.3, -1.1], [-0.3, 2.5, 0.9], [-0.3, -0.6, -0.5], [0.1, -0.2, -0.1], [-0.1, 0.0, 0.0], [0.1, 0.0, -0.1], [0.0, -0.3, 0.0], [1.2, -0.4, 0.2], [0.3, 0.6, 0.8], [-0.2, -0.6, -0.6], [-2.3, -0.2, -1.7], [2.3, 0.3, 1.8], [-0.8, 0.4, -0.1], [-0.1, 0.0, -0.2], [-0.1, 0.0, 0.0], [0.0, 0.0, -0.1], [-0.3, 0.0, -0.1], [1.0, -0.4, 0.1], [0.3, 0.5, 1.0], [-0.2, -0.6, -0.7], [-2.2, -0.3, -1.7], [2.2, 0.3, 1.7], [-0.8, 0.4, -0.1], [-0.2, 0.0, -0.2], [-0.1, 0.0, 0.0], [0.1, 0.1, -0.1], [-0.3, -0.1, -0.1], [1.3, -0.2, 0.3], [0.5, 0.5, 1.1], [-0.7, -1.0, -1.2], [-0.6, -0.2, 0.0], [1.5, 0.3, 0.8], [-1.5, 0.6, -0.5], [-0.2, 0.0, -0.2], [-0.1, -0.1, 0.0], [0.0, 0.0, -0.1], [-0.3, -0.1, -0.1]],
  "lumo_ev": -6.03,
  "gap_ev": 5.74,
  "total_charge": 1,
  "e_homo_ev": -11.77
}

{
  "formula": "C27H37N2Si",
  "method": "wB97M-V/def2-TZVPD",
  "species": ["C", "C", "N", "C", "C", "C", "C", "C", "C", "C", "C", "C", "C", "C", "C", "H", "H", "H", "H", "H", "H", "H", "H", "H", "H", "H", "H", "C", "C", "C", "Si", "C", "C", "C", "C", "C", "C", "N", "C", "C", "C", "C", "H", "H", "H", "H", "H", "H", "H", "H", "H", "H", "H", "H", "H", "H", "H", "H", "H", "H", "H", "H", "H", "H", "H", "H", "H"],
  "coordinates": [[0.798314, 2.789270, -1.915730], [-0.343753, 1.877387, -1.739962], [-0.555927, 1.164305, -0.642794], [-1.635170, 0.242788, -0.489467], [-2.614621, -0.118528, -1.399929], [-3.564071, -1.075114, -0.979273], [-3.508758, -1.634794, 0.312325], [-2.508748, -1.260501, 1.219647], [-1.568223, -0.313923, 0.807497], [-0.435658, 0.267127, 1.479227], [0.187418, 1.181545, 0.588355], [1.316335, 1.891304, 0.975827], [1.818433, 1.671242, 2.277189], [1.202960, 0.763860, 3.157303], [0.064550, 0.052821, 2.763394], [0.712586, 3.200071, -2.928912], [0.767389, 3.645856, -1.228939], [1.783351, 2.304985, -1.846563], [-1.027671, 1.682775, -2.566248], [-2.619218, 0.337932, -2.389991], [-4.352227, -1.386548, -1.662981], [-4.254604, -2.371516, 0.612904], [-2.425094, -1.667990, 2.229216], [1.798623, 2.577691, 0.283102], [2.708473, 2.208284, 2.603612], [1.613249, 0.609278, 4.156487], [-0.453639, -0.661714, 3.405362], [2.408001, 9.576746, -1.119064], [2.248336, 8.093694, -0.770103], [1.931186, 7.279942, -2.017876], [1.079615, 7.812463, 0.713882], [2.031966, 6.960717, 2.136228], [3.511996, 6.743935, 1.805922], [1.374808, 5.667238, 2.617732], [0.394950, 9.489900, 1.314132], [0.868334, 9.866614, 2.721539], [-1.123048, 9.599455, 1.179309], [-0.371848, 6.749438, 0.321238], [-1.357010, 6.449594, 1.269332], [-2.309180, 5.611758, 0.705269], [-1.911812, 5.368180, -0.638207], [-0.737571, 6.077024, -0.847339], [3.149184, 9.690828, -1.919770], [1.460897, 10.001348, -1.475587], [2.759674, 10.164497, -0.263465], [3.215466, 7.734905, -0.391539], [2.726029, 7.413955, -2.762781], [1.866520, 6.206091, -1.806776], [0.996082, 7.623563, -2.476131], [1.979476, 7.688539, 2.959687], [4.035168, 6.337534, 2.680956], [3.630193, 6.027721, 0.982602], [4.017284, 7.678224, 1.533553], [1.983026, 5.226128, 3.417926], [0.371018, 5.832344, 3.023481], [1.314278, 4.923325, 1.813844], [0.836697, 10.213687, 0.614281], [0.538359, 10.885082, 2.964736], [0.446247, 9.192180, 3.477805], [1.961672, 9.852396, 2.810391], [-1.423319, 10.637610, 1.371084], [-1.473867, 9.343863, 0.173161], [-1.636791, 8.967045, 1.911663], [-1.303737, 6.861134, 2.271515], [-3.185094, 5.233523, 1.209226], [-2.421305, 4.776750, -1.384926], [-0.160252, 6.171782, -1.751087]],
  "atomic_forces_ev_per_a": [[0.0, 0.6, -1.0], [0.2, -1.5, 2.0], [0.5, 1.6, -1.9], [-0.8, -1.1, 0.9], [0.0, -0.1, 0.3], [0.4, 0.2, 0.2], [0.2, 0.2, -0.2], [0.3, 0.4, -0.4], [-0.9, -0.3, -1.0], [1.0, 0.7, 0.3], [0.0, -0.6, 1.3], [0.1, 0.0, 0.0], [-0.4, -0.2, -0.2], [0.0, 0.2, -0.3], [-0.1, 0.2, -0.6], [0.2, 0.0, 0.2], [-0.1, -0.2, 0.1], [-0.4, -0.1, 0.2], [0.1, 0.1, 0.3], [-0.3, -0.3, 0.2], [0.2, 0.1, 0.2], [0.2, 0.2, -0.1], [-0.3, 0.0, -0.4], [0.0, -0.2, 0.6], [-0.3, -0.1, -0.1], [-0.1, 0.1, -0.3], [0.3, 0.3, 0.0], [0.1, 0.0, -0.1], [-0.1, -0.3, 0.3], [0.2, 0.1, -0.4], [-0.4, 0.0, 0.2], [-0.2, 0.3, -0.1], [0.0, -0.1, 0.2], [0.3, -0.2, 0.3], [0.2, -0.3, -0.3], [-0.1, 0.2, 0.0], [-0.1, 0.4, 0.1], [-0.3, -0.3, 0.0], [-0.1, -0.3, -0.9], [0.7, 0.5, 0.4], [0.8, 0.5, 0.1], [-0.4, -0.2, 0.5], [-0.1, 0.0, 0.1], [0.2, 0.0, 0.1], [-0.1, 0.0, -0.2], [-0.2, 0.1, -0.2], [-0.1, 0.0, 0.1], [0.0, 0.2, -0.1], [0.2, -0.1, 0.0], [0.1, -0.3, -0.1], [0.0, 0.0, -0.1], [0.1, 0.1, 0.1], [-0.1, -0.2, 0.0], [-0.1, 0.0, 0.0], [0.3, -0.2, -0.1], [-0.1, 0.1, 0.1], [-0.2, -0.1, 0.2], [0.0, -0.2, 0.0], [0.1, 0.1, -0.1], [-0.2, 0.0, 0.0], [0.0, -0.2, 0.0], [0.0, -0.1, 0.2], [0.0, 0.2, -0.2], [-0.1, -0.1, -0.3], [0.0, 0.0, 0.0], [-0.1, 0.1, 0.0], [-0.2, 0.0, 0.2]],
  "lumo_ev": -4.77,
  "gap_ev": 5.64,
  "relative_energy_kcal_mol": 0.0,
  "total_charge": 1,
  "e_homo_ev": -10.41
}

no.,total energy (hartree)
1,-3531.51937
2,-1449.82746